ORCA calculation (the ωB97M-V functional and the def2-TZVPD basis) on 9 unconnected molecules or ions with the total composition H18O9.

Properties
LUMO energy, Eh: -0.0101
HOMO, eV: -10.51
Charge: 0
SMILES: O.O.O.O.O.O.O.O.O
HOMO-LUMO gap, eV: 10.2

Each line ends with the Löwdin charge.
Element x y z (Å)
O -1.03689 1.79093 -1.78933  -0.0456
H -0.42289 2.38293 -2.24733  0.0703
H -1.91489 2.04693 -2.10633  0.0701
O -0.48589 0.77893 -4.75633  -0.0343
H -0.67689 0.85693 -3.82533  -0.0149
H -0.90589 1.54293 -5.13233  0.0246
O 1.39211 -1.16807 1.75867  -0.0145
H 1.65711 -0.65307 0.99867  0.0224
H 2.23411 -1.37707 2.10367  0.0526
O 1.89511 -2.08907 -1.58933  -0.0610
H 1.96511 -1.63207 -2.45733  0.0583
H 1.04411 -1.91007 -1.24133  -0.0405
O 0.26711 1.32393 3.01967  -0.0659
H -0.22689 0.72193 2.48567  -0.0568
H 0.50911 0.84093 3.82867  0.0478
O 1.65311 0.92493 -0.45733  -0.0790
H 0.85511 0.35993 -0.52633  -0.0371
H 1.33111 1.77393 -0.10133  0.0515
O -0.41289 -0.69907 -0.84033  -0.0652
H -0.99989 -0.14407 -1.32533  0.0147
H -0.68089 -0.59107 0.10567  0.0422
O -0.69189 -1.84207 3.31167  -0.0204
H 0.03611 -1.62307 2.78867  -0.0641
H -0.49489 -2.75307 3.37667  0.0251
O -1.61789 0.26293 1.35667  -0.0095
H -2.15089 -0.17507 2.00167  0.0634
H -2.11989 1.04893 1.25967  0.0659

ORCA calculation (the ωB97M-V functional and the def2-TZVPD basis) on 9 unconnected molecules or ions with the total composition H18O9.

Properties
LUMO energy, Eh: 0.0082
HOMO, eV: -11.11
Charge: 0
SMILES: O.O.O.O.O.O.O.O.O
HOMO-LUMO gap, eV: 11.3

Each line ends with the Löwdin charge.
Element x y z (Å)
O -0.49233 1.31940 -2.57975  -0.0617
H -1.25397 1.03367 -2.03965  0.0047
H -0.12978 2.06909 -2.08453  0.0213
O 0.73161 2.77787 -0.12874  -0.0464
H 0.05075 3.39321 -0.08797  -0.0024
H 1.01418 2.49647 0.79328  0.0593
O 1.71304 -0.67872 -2.78644  -0.0709
H 1.12368 0.09595 -2.74584  0.0085
H 1.36546 -1.19116 -3.53177  0.0504
O -2.53766 0.26404 -0.84156  -0.0247
H -2.22021 0.96229 -0.29437  0.0305
H -2.56172 -0.48027 -0.23891  0.0301
O -0.56812 -2.47681 -2.15411  -0.0524
H -0.65230 -1.62544 -1.64142  0.0382
H -1.46604 -2.73618 -2.13237  0.0148
O 1.26477 -1.36698 0.11054  -0.0380
H 1.08493 -2.27032 -0.23642  0.0840
H 1.48944 -0.86115 -0.65509  0.0143
O 0.25514 1.87165 2.85845  -0.0743
H 0.78809 1.05834 2.92487  -0.0058
H -0.20682 1.89244 3.70728  0.0483
O 1.46768 -0.69120 2.68291  -0.0870
H 2.25027 -1.03997 3.07263  0.0295
H 1.55330 -1.02576 1.72076  0.0340
O -1.75114 -1.00059 1.93065  -0.0821
H -1.19180 -1.52270 2.56648  0.0638
H -1.12044 -0.26716 1.81110  0.0140

ORCA calculation (the ωB97M-V functional and the def2-TZVPD basis) on a molecular structure, H18O9Sr.

Properties
LUMO energy (alpha / beta), Eh: -0.1041 / -0.1114
HOMO (alpha / beta), eV: -5.70 / -15.09
Spin multiplicity: 2
Charge: +1
<S²>: 0.750
HOMO-LUMO gap (alpha / beta), eV: 2.9 / 12.1

Each line ends with the Löwdin charge.
Element x y z (Å)
Sr -0.03967 -0.12426 0.01810  1.3546
O -1.16345 0.50732 2.30184  -0.1351
H -1.82152 -0.01094 2.76506  0.0494
H -1.64004 1.27635 1.98927  0.0113
O 2.39294 -1.07148 -0.76175  -0.1109
H 2.23096 -1.56491 -1.56582  0.0356
H 3.18989 -0.57305 -0.94248  0.0441
O 1.46700 1.54322 -1.64126  -0.1051
H 1.43084 2.39808 -2.07038  0.0543
H 2.38297 1.44345 -1.38188  0.0242
O 1.93089 0.84334 1.54804  -0.1138
H 2.66045 1.45291 1.43666  0.0496
H 2.08579 0.43692 2.40072  0.0526
O 0.46733 -2.03600 1.59515  -0.1407
H 0.23140 -2.91491 1.29837  0.0455
H 0.21030 -2.01692 2.51700  0.0515
O -0.17440 -2.01920 -1.79300  -0.1216
H -0.07284 -2.96071 -1.65341  0.0517
H -0.64968 -1.94922 -2.62091  0.0522
O -0.80186 2.55108 0.21802  -0.1015
H -1.13709 3.17704 0.85992  0.0596
H 0.02618 2.93001 -0.07693  0.0237
O -2.14571 -1.37345 0.47881  -0.1732
H -2.59117 -2.21845 0.54031  0.0596
H -2.83981 -0.72650 0.60502  0.0312
O -1.68186 0.81967 -1.73498  -0.1427
H -1.94662 0.45870 -2.58106  0.0519
H -2.00122 1.72191 -1.74846  0.0420

ORCA calculation (the ωB97M-V functional and the def2-TZVPD basis) on 10 unconnected molecules or ions with the total composition H19O10.

Properties
LUMO energy, Eh: 0.1165
HOMO, eV: -6.27
Charge: -1
HOMO-LUMO gap, eV: 9.4

Each line ends with the Löwdin charge.
Element x y z (Å)
O 3.57343 1.72138 0.20038  -0.0242
H 3.90978 2.02858 -0.66530  0.0554
H 2.74674 1.83287 -0.04515  -0.0989
O 2.50303 -1.91142 0.38173  -0.0568
H 2.27895 -1.05654 0.76059  -0.0085
H 2.08605 -1.99406 -0.45705  0.0076
O -3.74386 -1.29456 0.02585  0.0273
H -2.91072 -1.51804 0.38944  0.0092
H -3.75098 -1.86808 -0.64117  -0.0286
O 1.40901 0.47727 1.19046  -0.0383
H -1.19400 0.28090 -1.67365  -0.0310
H 1.56118 0.33254 0.26456  -0.0780
O -0.92398 0.76788 -0.98321  -0.0254
H -0.22813 -1.76131 1.00450  -0.0207
H 0.52625 0.68029 1.25812  -0.0275
O -2.99365 0.23602 2.45016  -0.0924
H -2.33407 0.98722 2.46424  0.0346
H -2.88903 -0.17786 1.58052  -0.0181
O 1.53502 0.55245 -1.23603  -0.3182
H 0.00145 0.57374 -1.03134  -0.0600
H 1.93832 -0.24715 -1.64980  0.0323
O -0.20217 -2.64995 0.74228  -0.0679
H 0.59640 -3.20455 0.96315  0.0655
H -2.32522 2.36729 0.04108  0.0199
O -1.90079 2.34889 0.89292  -0.1249
H -1.05941 1.70040 0.97093  0.0865
O 0.61423 -0.18347 -3.31160  -0.1228
H 0.99513 0.15677 -2.44460  -0.0989
H 1.08917 0.37108 -3.91273  0.0029

ORCA calculation (the ωB97M-V functional and the def2-TZVPD basis) on 2 unconnected molecules or ions with the total composition H2.

Properties
LUMO energy, Eh: -0.1323
HOMO, eV: -9.47
Charge: 0
HOMO-LUMO gap, eV: 5.9

Each line ends with the Löwdin charge.
Element x y z (Å)
H 0.17827 1.30184 0.35625  0.0000
H -0.17827 -1.30184 -0.35625  0.0000

ORCA calculation (the ωB97M-V functional and the def2-TZVPD basis) on 2 unconnected molecules or ions with the total composition H2.

Properties
LUMO energy, Eh: 0.0798
HOMO, eV: -13.63
Charge: 0
HOMO-LUMO gap, eV: 15.8

Each line ends with the Löwdin charge.
Element x y z (Å)
H -0.17198 0.32812 0.25143  0.0000
H 0.17198 -0.32812 -0.25143  0.0000

ORCA calculation (the ωB97M-V functional and the def2-TZVPD basis) on 2 unconnected molecules or ions with the total composition H2.

Properties
LUMO energy, Eh: 0.0174
HOMO, eV: -12.05
Charge: 0
HOMO-LUMO gap, eV: 12.5

Each line ends with the Löwdin charge.
Element x y z (Å)
H -0.23231 -0.53389 0.27671  0.0000
H 0.23231 0.53389 -0.27671  0.0000

ORCA calculation (the ωB97M-V functional and the def2-TZVPD basis) on 2 unconnected molecules or ions with the total composition H2.

Properties
LUMO energy, Eh: -0.0838
HOMO, eV: -10.39
Charge: 0
HOMO-LUMO gap, eV: 8.1

Each line ends with the Löwdin charge.
Element x y z (Å)
H 0.00000 0.00000 1.00912  0.0000
H 0.00000 0.00000 -1.00912  0.0000

ORCA calculation (the ωB97M-V functional and the def2-TZVPD basis) on 11 unconnected molecules or ions with the total composition H20NO13.

Properties
LUMO energy, Eh: 0.1045
HOMO, eV: -7.24
Charge: -1
HOMO-LUMO gap, eV: 10.1

Each line ends with the Löwdin charge.
Element x y z (Å)
N -1.27574 -0.43444 -0.48135  -0.5163
O -0.20874 0.14456 -0.21135  -0.0083
O -1.62674 -0.37844 -1.71235  -0.0437
O -1.70474 -1.42644 0.19765  -0.0410
O 2.43126 -1.42744 0.96265  -0.0237
H 1.95726 -1.74644 0.22165  0.0072
H 2.80526 -2.14644 1.46665  0.0605
O -2.42274 1.56456 1.43665  -0.0383
H -2.81174 1.16256 2.22465  0.0457
H -1.93674 0.81556 1.09465  -0.0095
O 0.61726 -0.92544 -3.04535  -0.0614
H -0.18274 -0.75344 -2.49535  -0.0042
H 1.30926 -0.31444 -2.83535  0.0132
O -2.41474 -1.04844 3.16765  -0.0069
H -3.03074 -1.68544 2.91865  0.0122
H -1.88174 -0.97044 2.41165  -0.0378
O 2.08426 1.60356 -1.85535  -0.0576
H 1.19326 1.76356 -2.08235  -0.0513
H 2.14726 1.61656 -0.87735  0.0063
O 2.16526 1.54856 1.02365  -0.0659
H 2.54426 1.28956 1.88665  0.0747
H 1.57126 0.78956 0.89265  0.0069
O -0.40374 2.56456 -2.63535  -0.0209
H -0.96574 1.82756 -2.78535  0.0149
H -0.87974 3.16756 -2.08035  0.0376
O 0.63526 -3.02844 -1.38135  -0.0324
H 0.92026 -2.34044 -1.99535  -0.0049
H -0.12874 -2.67644 -1.01435  -0.0383
O -0.26674 3.06856 0.62665  -0.0401
H 0.26426 2.27756 0.72765  -0.0229
H -1.11974 2.72156 0.69865  -0.0505
O 0.21326 -2.44944 2.16965  -0.0414
H 0.85226 -1.80844 1.81465  -0.0053
H -0.44974 -2.36544 1.54565  -0.0568

ORCA calculation (the ωB97M-V functional and the def2-TZVPD basis) on a molecular structure, H20NO8.

Properties
LUMO energy, Eh: -0.1306
HOMO, eV: -13.59
Charge: +1
HOMO-LUMO gap, eV: 10.0

Each line ends with the Löwdin charge.
Element x y z (Å)
N 0.47428 -0.03410 0.03959  0.3495
H -0.18072 -0.63810 -0.48241  0.1456
H 0.78128 -0.52610 0.73359  0.0383
H 0.02428 0.78590 0.20559  0.0715
H 1.39928 0.11190 -0.23841  0.1071
O 0.74728 0.66590 -2.28841  -0.0120
H 1.53628 0.44990 -2.66641  0.0113
H -0.07172 0.49490 -2.75541  -0.0002
O -1.05672 3.37690 1.72859  -0.0504
H -1.32372 2.56090 2.16459  0.0277
H -1.21572 3.11990 0.83659  -0.1773
O 3.24028 -2.09210 0.06259  -0.0543
H 4.00328 -1.59610 0.12559  -0.0075
H 2.77428 -2.25610 -0.84041  0.0984
O -1.77972 0.15390 -3.12041  -0.0386
H -2.47672 0.27390 -3.79241  0.0939
H -2.04572 0.06990 -2.20541  0.0397
O -1.31472 2.62290 -0.33941  0.1282
H -2.25572 2.61390 -0.39641  0.1135
H -1.18472 3.10590 -1.02641  0.0110
O -0.72972 -2.21910 2.63959  -0.0670
H -1.55772 -2.39510 3.30459  0.1487
H -0.98472 -2.54210 1.86559  -0.1274
O -0.85072 -3.09310 -0.04241  -0.0126
H -1.33272 -3.00710 -0.86041  0.0516
H -0.30372 -3.79810 -0.34641  0.0538
O 2.03528 1.20490 2.17959  -0.1185
H 1.20628 1.78690 2.54859  0.1259
H 2.44328 0.79890 2.96659  0.0500

ORCA calculation (the ωB97M-V functional and the def2-TZVPD basis) on 9 unconnected molecules or ions with the total composition H20NO8.

Properties
LUMO energy, Eh: -0.1215
HOMO, eV: -13.83
Charge: +1
HOMO-LUMO gap, eV: 10.5

Each line ends with the Löwdin charge.
Element x y z (Å)
N 38.16000 4.98100 38.33100  0.2918
H 38.01900 4.87200 39.47000  0.2025
H 37.98200 4.03100 37.87500  0.1073
H 38.93000 5.35700 38.14900  -0.0318
H 37.25200 5.45500 37.79600  0.2403
O 40.24500 3.59600 36.63600  0.0442
H 40.77100 4.23200 36.29700  0.0197
H 40.88600 3.02000 36.95500  0.0355
O 35.57800 3.76800 35.86800  -0.1031
H 36.41400 3.18800 36.08600  0.0503
H 34.82000 3.22100 35.70200  0.0221
O 40.53600 3.34400 39.77600  -0.0280
H 40.98400 4.18500 40.06500  0.0600
H 41.02100 2.94900 39.12700  -0.0265
O 40.32800 6.26600 40.15000  -0.0312
H 40.93100 6.95400 40.19500  0.0196
H 39.87800 6.37700 41.05200  0.0646
O 36.35600 2.58700 39.72200  -0.0405
H 35.63400 2.43300 39.24700  -0.0507
H 36.40700 1.98000 40.55800  0.1203
O 38.01700 5.90100 42.00100  0.0200
H 38.86400 6.16500 42.47200  0.1091
H 37.35100 6.10600 42.48700  -0.0410
O 38.49000 3.13600 42.21800  -0.0749
H 37.97800 3.87000 41.99400  -0.0614
H 39.40700 3.22500 41.74000  0.0727
O 38.00700 1.96100 36.75900  -0.0363
H 38.33100 1.42700 37.52200  0.0858
H 38.77300 2.44100 36.54600  -0.0407

ORCA calculation (the ωB97M-V functional and the def2-TZVPD basis) on 10 unconnected molecules or ions with the total composition H20O10.

Properties
LUMO energy, Eh: -0.0040
HOMO, eV: -10.07
Charge: 0
SMILES: O.O.O.O.O.O.O.O.O.O
HOMO-LUMO gap, eV: 10.0

Each line ends with the Löwdin charge.
Element x y z (Å)
O 0.08992 -0.46958 -0.00270  -0.0604
H 0.54131 0.11763 -0.61948  0.0595
H -0.18431 0.11117 0.71599  0.0150
O -3.48332 2.58709 3.35488  -0.0592
H -3.87888 1.78329 3.71045  0.0328
H -3.44263 2.42813 2.40511  0.0252
O 2.60587 3.19876 -2.29904  -0.0649
H 3.27517 3.63963 -2.83445  0.0348
H 2.84168 3.42829 -1.39311  0.0268
O 0.88928 -2.57361 2.05744  -0.0548
H 1.16471 -2.76682 2.96065  0.0301
H 0.24305 -1.86529 2.15577  0.0128
O -3.91408 -2.49057 1.25072  -0.0599
H -3.44777 -1.65394 1.14305  0.0169
H -4.28044 -2.66895 0.37725  0.0341
O 4.26334 1.66125 1.25161  -0.0625
H 5.11821 1.43255 1.63355  0.0370
H 3.69010 0.92873 1.50421  0.0298
O 0.03747 2.14294 1.84319  -0.0445
H 0.68139 2.36621 1.16164  0.0381
H 0.44501 1.41123 2.32016  0.0370
O 2.01791 -2.28288 -4.21263  -0.0596
H 1.32857 -1.63867 -4.40962  0.0320
H 2.52725 -2.33837 -5.02901  0.0344
O -2.40599 -0.05633 -1.32962  -0.0502
H -2.73795 0.76618 -0.95242  0.0411
H -3.01529 -0.24575 -2.05202  0.0485
O -0.47791 -2.53959 -1.28256  -0.0704
H -0.58198 -1.59140 -1.42069  -0.0220
H 0.09031 -2.82134 -2.00833  0.0229

It is found that the relative energy (zero: lowest compared OMol25 entry of this formula, charge and spin) values, taken in the order of the records, are 223.84, 156.36, 1.79, 350.94, 646.31, 31.08, 209.48, 489.36, 152.29, 502.87, 389.65, 386.77 kJ/mol.
It is found that the energy values, taken in the order of the records, are -18719.816, -18720.515, -19551.948, -20782.880, -24.891, -31.267, -29.418, -26.517, -28431.846, -18185.046, -18186.220, -20798.604 eV.